{"formula": "C3H8N2S", "method": "the ωB97M-V functional and the def2-TZVPD basis", "species": ["C", "C", "C", "N", "N", "S", "H", "H", "H", "H", "H", "H", "H", "H"], "coordinates": [[-0.97466, -0.08198, -0.56458], [-0.52590, 1.03773, -1.39405], [1.01875, -0.06488, 0.80250], [-0.38589, -1.93393, 0.75780], [-0.21100, -0.57718, 0.33661], [-2.90197, -1.20290, -1.19086], [-1.38312, 1.55530, -1.98330], [-0.06811, 1.72330, -0.74786], [0.17272, 0.77209, -2.21070], [1.20547, -0.68572, 1.60030], [1.79491, 0.02753, -0.06140], [0.92230, 1.04791, 1.03201], [-0.94755, -2.06792, 1.55680], [-0.83386, -2.50727, 0.01484]], "atomic_forces_ev_per_a": [[-0.48, -0.64, -0.80], [-1.76, 0.59, -1.77], [1.57, 3.84, -2.83], [0.30, -0.90, -1.48], [-1.39, -1.15, -0.89], [-0.40, -0.39, -0.22], [1.16, -0.93, 1.30], [0.88, 1.64, 0.62], [-0.03, -0.35, 0.67], [1.60, -0.81, 1.83], [-0.91, -1.02, 1.61], [-0.15, -1.49, 0.41], [-0.81, 0.53, 1.25], [0.41, 1.05, 0.31]], "homo_ev": [-5.84, -7.82], "spin_multiplicity": 3, "total_energy_ha": -626.585672, "total_charge": 0, "s_squared": 2.01, "orbital_gap_ev": [6.53, 6.91], "de_lowest_kcal_mol": 41.6}


{"formula": "C25H17BBr4MnNO2P", "method": "the ωB97M-V functional and the def2-TZVPD basis", "species": ["Mn", "C", "C", "C", "C", "C", "C", "P", "C", "C", "C", "C", "C", "C", "C", "C", "C", "C", "C", "C", "H", "H", "H", "H", "H", "H", "H", "H", "H", "H", "H", "H", "H", "H", "Br", "C", "C", "Br", "C", "Br", "C", "O", "C", "O", "C", "Br", "B", "C", "N", "H", "H", "H"], "coordinates": [[12.76272, 7.70821, 11.10751], [13.08816, 8.31093, 18.83876], [12.55238, 7.12836, 18.34233], [12.29783, 6.98441, 16.98224], [12.63737, 8.04243, 16.06823], [13.23543, 9.16187, 16.58938], [13.36179, 9.31917, 17.94433], [12.35368, 7.65522, 14.31875], [12.42699, 9.38667, 13.67226], [11.30092, 10.20285, 13.66216], [11.31697, 11.41384, 12.97217], [12.50414, 11.84808, 12.39683], [13.65036, 11.10276, 12.47104], [13.58713, 9.82811, 12.98891], [13.90158, 6.92346, 13.79189], [14.88113, 6.42580, 14.63834], [16.09831, 5.95986, 14.26424], [16.36604, 5.94634, 12.90267], [15.41878, 6.39663, 11.99416], [14.13303, 6.88880, 12.38347], [13.14110, 8.51150, 19.87233], [12.26976, 6.29974, 18.91482], [11.79742, 6.14586, 16.56649], [13.45019, 10.06952, 15.94542], [13.69076, 10.25874, 18.32444], [10.43255, 9.82756, 14.18746], [10.46615, 12.03408, 12.86630], [12.48391, 12.85009, 11.87810], [14.57394, 11.50184, 12.06794], [14.45690, 9.21841, 12.88316], [14.60361, 6.46595, 15.69916], [16.82941, 5.56033, 14.95342], [17.34410, 5.62266, 12.49396], [15.59116, 6.42495, 10.91542], [6.14332, 9.21552, 12.10894], [7.83696, 8.32778, 12.04703], [8.06278, 7.14869, 12.71852], [6.63502, 6.33773, 13.74465], [9.26005, 6.45960, 12.64807], [9.49700, 4.87464, 13.56028], [10.27562, 6.98750, 11.92480], [11.49708, 6.46120, 11.79711], [10.13891, 8.23506, 11.23337], [11.21610, 8.70105, 10.62178], [8.90741, 8.88900, 11.28038], [8.71851, 10.55046, 10.39990], [15.77640, 10.77265, 9.25790], [14.72689, 9.72567, 9.75183], [14.05561, 8.88009, 10.19779], [15.16800, 11.79753, 9.01896], [16.39922, 10.34620, 8.30034], [16.51339, 10.85748, 10.21067]], "atomic_forces_ev_per_a": [[-0.08, -0.39, 0.62], [-0.74, -0.40, -0.98], [-0.01, 0.28, -1.46], [0.81, 2.36, -0.49], [0.09, -2.12, 0.97], [-0.31, 2.01, -1.34], [0.47, 0.09, 0.69], [-1.37, 0.63, 0.69], [1.43, -0.46, -1.46], [-0.12, -0.04, 0.00], [0.89, -0.78, 0.37], [-0.74, 1.92, -0.50], [0.24, 0.24, -0.43], [-0.67, 0.26, 1.02], [0.79, 0.05, -2.00], [-1.59, 0.66, 2.24], [0.74, -0.64, -1.16], [0.83, -0.08, -0.97], [-1.69, 0.66, -0.43], [1.38, -0.50, 0.82], [0.27, -0.04, 1.09], [-0.25, -0.87, 1.32], [-0.30, -0.85, -0.07], [-0.11, -1.38, 0.62], [0.32, 0.59, 0.22], [-0.33, 0.19, -0.13], [-0.88, 0.30, 0.11], [0.22, -1.23, 0.60], [-0.01, -0.21, -0.16], [0.38, -0.35, 0.32], [0.43, -0.11, -0.22], [-0.10, 0.16, 0.20], [-0.66, 0.11, 0.46], [0.46, -0.19, 0.35], [0.52, -0.26, 0.01], [0.56, 0.67, -0.62], [-1.82, -0.20, 0.53], [0.28, 0.48, -0.35], [-0.30, 0.04, 0.24], [0.55, -0.85, 0.31], [1.60, 1.06, -1.33], [0.18, -0.08, -0.11], [-0.76, 0.16, 0.17], [-0.43, -0.01, 0.02], [-0.41, -0.39, 0.51], [0.14, -0.17, 0.00], [-0.04, 0.22, -0.15], [-0.51, -1.58, 0.37], [0.62, 0.89, -0.79], [0.16, -0.01, 0.02], [-0.29, -0.04, 0.11], [0.12, 0.21, 0.16]], "homo_ev": [-5.37, -5.48], "spin_multiplicity": 5, "total_energy_ha": -12981.453628, "total_charge": -1, "s_squared": 6.09, "orbital_gap_ev": [7.54, 7.59], "de_lowest_kcal_mol": 0.2}